(1)
2 unconnected molecules or ions with the total composition C7H14BrO2P at a distorted geometry, computed with ωB97M-V/def2-TZVPD.

Bonds (Å) are listed after each position.
Element x y z (Å)
1 C 0.16571 2.30081 -0.11382  O8 1.211, O9 1.295, P10 1.836
2 C 3.22829 0.25002 0.45413  C5 1.557, H12 1.046, H13 1.070, H14 1.081
3 C -1.30610 -2.34507 -0.87992  C6 1.589, H15 1.177, H16 1.147, H17 1.198
4 C -1.06948 -1.24668 1.36583  C6 1.518, H18 1.092, H19 1.170, H20 1.049
5 C 2.27191 1.21622 -0.30531  C2 1.557, O9 1.479, H21 1.127, H22 1.097
6 C -0.97267 -0.98630 -0.12602  C3 1.589, C4 1.518, C7 1.518, H23 1.014
7 C -2.09162 -0.09159 -0.62786  C6 1.518, Br11 1.914, H24 1.058
8 O 0.14829 2.82975 -1.20314  C1 1.211
9 O 1.06433 1.57350 0.47084  C1 1.295, C5 1.479
10 P -1.34297 2.34371 0.93249  C1 1.836, H25 1.370
11 Br -3.95911 -0.19769 -0.22129  C7 1.914
12 H 3.04571 0.49789 1.45379  C2 1.046
13 H 3.21643 -0.80659 0.28722  C2 1.070
14 H 4.22400 0.49984 0.11662  C2 1.081
15 H -1.52019 -2.03660 -1.99524  C3 1.177
16 H -2.20724 -2.92007 -0.46539  C3 1.147
17 H -0.33753 -3.04900 -0.85658  C3 1.198
18 H -0.99450 -0.22249 1.73678  C4 1.092
19 H -2.12548 -1.66273 1.64981  C4 1.170
20 H -0.40787 -2.01418 1.63543  C4 1.049
21 H 2.03882 0.71338 -1.28682  C5 1.127
22 H 2.54393 2.25474 -0.53289  C5 1.097
23 H -0.03955 -0.65975 -0.35323  C6 1.014
24 H -1.89097 0.15954 -1.63612  C7 1.058
25 H -1.68213 3.59933 0.50071  P10 1.370

Computed properties:
Lowest unoccupied orbital energy (spin up / spin down): -1.10 / -0.12 eV
M: 241.1 g mol⁻¹
Frontier orbital gap (spin up / spin down): 6.9 / 8.3 eV
Highest occupied orbital energy (spin up / spin down): -8.0 / -8.5 eV

These are the natural (NBO) partial charges, in e, on atoms 1 to 4: number 1, C, carries 0.51; number 2, C, carries -0.64; number 3, C, carries -0.61; number 4, C, carries -0.61

***

(2)
C14H18ClN3O3S2 in the gas phase at a distorted geometry, computed with ωB97M-V/def2-TZVPD.

Bonds (Å) are listed after each position.
Element x y z (Å)
1 C 2.33637 -2.41039 -0.80013  C2 1.522, H24 1.087, H25 1.086, H26 1.087
2 C 2.94609 -1.02032 -0.90926  C1 1.522, N3 1.454, H27 1.098, H28 1.092
3 N 1.93402 0.01302 -0.76456  C2 1.454, C4 1.451, S6 1.672
4 C 2.39494 1.30322 -0.28580  N3 1.451, C5 1.525, H29 1.098, H30 1.091
5 C 2.45663 1.35204 1.23738  C4 1.525, H31 1.087, H32 1.087, H33 1.087
6 S 0.80631 0.01599 -1.99882  N3 1.672, O7 1.438, O8 1.431, C9 1.804
7 O 0.23748 1.33223 -2.10224  S6 1.438
8 O 1.35255 -0.58037 -3.17965  S6 1.431
9 C -0.51340 -0.99897 -1.30333  S6 1.804, C10 1.378, C22 1.388
10 C -0.67379 -0.95857 0.06421  C9 1.378, C11 1.390, H34 1.078
11 C -1.78169 -1.54876 0.66165  C10 1.390, C12 1.489, C20 1.390
12 C -1.99429 -1.41823 2.12993  C11 1.489, O13 1.206, N14 1.381
13 O -2.22170 -2.33785 2.87666  C12 1.206
14 N -1.86562 -0.13211 2.61518  C12 1.381, C15 1.370, H35 1.013
15 C -1.81729 1.02449 1.88197  N14 1.370, N16 1.254, S19 1.792
16 N -2.28645 1.18117 0.72946  C15 1.254, C17 1.425
17 C -2.00487 2.43591 0.11600  N16 1.425, C18 1.551, H36 1.092, H37 1.096
18 C -1.32680 3.39992 1.12486  C17 1.551, S19 1.818, H38 1.088, H39 1.089
19 S -0.97642 2.42489 2.61861  C15 1.792, C18 1.818
20 C -2.68809 -2.24874 -0.12695  C11 1.390, C21 1.382, H40 1.079
21 C -2.52656 -2.29902 -1.49897  C20 1.382, C22 1.391, H41 1.078
22 C -1.45616 -1.63977 -2.09474  C9 1.388, C21 1.391, Cl23 1.710
23 Cl -1.30575 -1.60002 -3.79737  C22 1.710
24 H 1.78001 -2.51581 0.12810  C1 1.087
25 H 1.66729 -2.59274 -1.63614  C1 1.086
26 H 3.12825 -3.15511 -0.82224  C1 1.087
27 H 3.44811 -0.91838 -1.87993  C2 1.098
28 H 3.68192 -0.87527 -0.11558  C2 1.092
29 H 3.37963 1.53838 -0.71002  C4 1.098
30 H 1.68117 2.04044 -0.65557  C4 1.091
31 H 1.47130 1.20041 1.66990  C5 1.087
32 H 3.12473 0.58682 1.62480  C5 1.087
33 H 2.82417 2.32417 1.55495  C5 1.087
34 H 0.07790 -0.45184 0.64803  C10 1.078
35 H -1.86154 -0.04070 3.62450  N14 1.013
36 H -2.94159 2.85548 -0.25823  C17 1.092
37 H -1.35138 2.24339 -0.74258  C17 1.096
38 H -0.38737 3.79613 0.74586  C18 1.088
39 H -1.97865 4.22484 1.41039  C18 1.089
40 H -3.53249 -2.73103 0.34070  C20 1.079
41 H -3.23697 -2.81893 -2.12104  C21 1.078

Computed properties:
Lowest unoccupied orbital energy: 0.29 eV
M: 375.9 g mol⁻¹
Energy relative to the best compared isomer or geometry (same formula, charge and spin): 0.0 kcal/mol
SMILES string: CCN(CC)S(=O)(=O)c1cc(C(=O)NC2=NCCS2)ccc1Cl
Frontier orbital gap: 9.2 eV
Highest occupied orbital energy: -8.9 eV

These are the natural (NBO) partial charges, in e, on atoms 1 to 4: number 1, C, carries -0.62; number 2, C, carries -0.22; number 3, N, carries -0.70; number 4, C, carries -0.22